Arrangement P

Molecular formula: C3H8OS
Method: DFT, ωB97M-V/def2-TZVPD

Geometry as ORCA input:
```
! RIJCOSX wB97M-V def2-TZVPD def2/J DEFGRID3
* xyz 0 1
C -0.0225 -0.4486 1.3199
O 1.2375 0.2038 1.5313
C -0.1678 -0.6654 -0.1821
C -0.7214 0.4726 -1.0425
S 0.5557 1.5346 -1.9074
H 0.0564 -1.4450 1.7704
H -0.8212 0.1239 1.7866
H 1.1893 0.8258 2.2388
H 0.8156 -0.9109 -0.5887
H -0.7853 -1.5341 -0.4229
H -1.2422 1.2420 -0.4721
H -1.4030 0.0768 -1.7840
H 1.3088 0.5245 -2.2474
*
```

Output
- HOMO-LUMO gap (eV) = 9.8
- structure (SMILES) = OCCCS
- highest occupied orbital energy (Eh) = -0.325



Arrangement Q

Molecular formula: C3H8OS
Method: DFT, ωB97M-V/def2-TZVPD

Geometry as ORCA input:
```
! RIJCOSX wB97M-V def2-TZVPD def2/J DEFGRID3
* xyz 0 1
C -2.8883 -0.7938 -0.8355
S -2.2737 -1.6916 -2.2278
H -2.1333 -0.3397 -0.2930
H -3.6359 0.0287 -1.2270
H -3.4046 -1.4570 -0.1012
H -2.6729 -2.8954 -1.9910
O 1.1318 2.3656 0.9058
C 1.8542 1.5568 1.3448
C 2.8529 0.7338 0.6063
H 1.9282 1.2660 2.5311
H 2.8140 0.9448 -0.5164
H 2.6161 -0.4698 0.6830
H 3.8115 0.7516 1.1210
*
```

Output
- HOMO-LUMO gap (eV) = 9.8
- structure (SMILES) = CC=O.CS
- highest occupied orbital energy (Eh) = -0.331



Energetically preferred structure: arrangement P | next structure: +21.5 kcal/mol



Arrangement P

Molecular formula: C3H8OS
Method: DFT, ωB97M-V/def2-TZVPD

Geometry as ORCA input:
```
! RIJCOSX wB97M-V def2-TZVPD def2/J DEFGRID3
* xyz 0 1
O -4.2350 0.0558 -1.0806
C -3.1125 -0.4616 -0.9711
H -2.6533 -1.1352 -0.1810
H -2.3257 -0.0713 -1.5601
C 2.7725 0.3451 1.4261
S 1.6430 -0.5529 0.3920
C 0.6714 0.8976 -0.3974
H 3.1655 -0.3903 2.2699
H 3.6143 0.6126 0.7990
H 2.2997 1.1825 2.1084
H 0.8241 1.7357 0.3313
H -0.4494 0.7410 -0.4126
H 1.1280 1.0385 -1.3279
*
```

Output
- HOMO-LUMO gap (eV) = 9.2
- structure (SMILES) = C=O.CSC
- highest occupied orbital energy (Eh) = -0.322



Arrangement Q

Molecular formula: C3H8OS
Method: DFT, ωB97M-V/def2-TZVPD

Geometry as ORCA input:
```
! RIJCOSX wB97M-V def2-TZVPD def2/J DEFGRID3
* xyz 0 1
C -1.7745 -0.7172 -0.5740
C -0.9942 0.0452 0.4357
C 0.3492 -0.8749 0.6629
H -2.8189 -1.6218 -0.5111
H -0.8709 -1.3393 -1.4089
H -2.3266 0.4986 -1.1665
H -1.4004 0.2268 1.6151
H -0.5126 1.8243 -0.7553
H 0.6858 -0.9985 1.7916
H 0.1460 -2.0839 0.3727
H 0.7479 1.6512 -0.2741
O -0.7722 1.4166 0.2404
S 1.6903 -0.0131 -0.2959
*
```

Output
- HOMO-LUMO gap (eV) = 8.4
- highest occupied orbital energy (Eh) = -0.313



Arrangement R

Molecular formula: C3H8OS
Method: DFT, ωB97M-V/def2-TZVPD

Geometry as ORCA input:
```
! RIJCOSX wB97M-V def2-TZVPD def2/J DEFGRID3
* xyz 0 1
C -1.4863 1.3306 -0.3895
C 0.2984 -1.1491 0.5900
C 0.9394 0.1967 0.6807
O 0.0435 -1.5071 -0.7463
S 2.2861 0.5322 -0.3236
H -1.7279 0.8297 -1.3048
H -2.0559 1.1117 0.4876
H -1.0168 2.2884 -0.4662
H -0.6229 -1.1574 1.1869
H 0.9567 -1.9433 0.9703
H 0.8438 0.7911 1.5684
H -0.5160 -0.8108 -1.1266
H 2.0579 -0.5126 -1.1270
*
```

Output
- HOMO-LUMO gap (alpha / beta) (eV) = 9.1 / 7.4
- highest occupied orbital energy (alpha / beta) (Eh) = -0.323 / -0.269



Energetically preferred structure: arrangement P | next structure: +38.4 kcal/mol



Arrangement P

Molecular formula: C3H8OS
Method: DFT, ωB97M-V/def2-TZVPD

Geometry as ORCA input:
```
! RIJCOSX wB97M-V def2-TZVPD def2/J DEFGRID3
* xyz 0 1
C 0.1568 1.4601 -0.4667
C 0.5931 0.2018 0.1379
C -0.5012 -0.5227 0.6594
H -0.2612 2.0424 0.3351
H -0.5873 1.3546 -1.2235
H 0.7925 2.3692 -1.0093
H 1.2598 0.1294 1.1709
H 1.2075 -0.5442 -1.7419
H 0.0443 -1.1978 1.4472
H -1.2028 -0.0707 1.3897
H -1.4389 -3.0743 0.3433
O 1.4771 -0.5985 -0.7901
S -1.5398 -1.5491 -0.2520
*
```

Output
- HOMO-LUMO gap (eV) = 9.3
- structure (SMILES) = C[C@H](O)CS
- highest occupied orbital energy (Eh) = -0.331



Arrangement Q

Molecular formula: C3H8OS
Method: DFT, ωB97M-V/def2-TZVPD

Geometry as ORCA input:
```
! RIJCOSX wB97M-V def2-TZVPD def2/J DEFGRID3
* xyz 0 1
C -1.1599 1.2537 -0.2063
C 1.7192 -0.8149 -0.3303
C -0.6731 0.3823 0.8650
O 1.5182 0.3568 0.3011
S -1.0676 -1.2722 0.9405
H -0.5610 2.0863 -0.3655
H -2.2009 1.6450 0.1152
H -1.1931 0.6678 -1.2187
H 1.0064 -1.7654 0.0322
H 2.7537 -1.1688 -0.1798
H 1.6406 -0.7370 -1.4443
H -0.4409 0.7785 1.9002
H -1.3417 -1.4122 -0.4092
*
```

Output
- HOMO-LUMO gap (alpha / beta) (eV) = 8.4 / 8.4
- highest occupied orbital energy (alpha / beta) (Eh) = -0.310 / -0.310



Energetically preferred structure: arrangement P | next structure: +6.3 kcal/mol